No. 1
Computed, not measured: the molecule C18H20N2O2 in a non-equilibrium geometry, with ωB97M-V/def2-TZVPD.

Cartesian coordinates (Å):
C: -0.360 -2.702 0.968
O: -1.591 -3.009 0.359
C: -2.449 -1.989 0.076
C: -3.642 -2.344 -0.556
C: -4.566 -1.371 -0.875
C: -4.323 -0.039 -0.587
C: -3.131 0.333 0.032
C: -2.830 1.742 0.322
C: -3.956 2.728 0.430
N: -1.655 2.212 0.476
N: -0.514 1.639 0.576
C: 0.405 1.473 -0.296
C: 0.199 1.775 -1.755
C: 1.667 0.905 0.168
C: 1.879 0.691 1.536
C: 3.053 0.126 1.977
C: 4.050 -0.246 1.085
C: 3.854 -0.040 -0.275
O: 4.752 -0.360 -1.252
C: 5.980 -0.931 -0.873
C: 2.666 0.532 -0.725
C: -2.205 -0.657 0.370
H: 0.239 -2.020 0.355
H: -0.499 -2.263 1.961
H: 0.164 -3.652 1.066
H: -3.817 -3.384 -0.783
H: -5.489 -1.652 -1.360
H: -5.055 0.705 -0.857
H: -4.737 2.345 1.084
H: -3.577 3.665 0.828
H: -4.393 2.921 -0.550
H: -0.756 2.281 -1.892
H: 0.995 2.416 -2.129
H: 0.190 0.854 -2.338
H: 1.110 0.983 2.234
H: 3.210 -0.034 3.034
H: 4.959 -0.687 1.460
H: 5.839 -1.892 -0.366
H: 6.529 -1.092 -1.800
H: 6.554 -0.260 -0.226
H: 2.554 0.669 -1.788
H: -1.303 -0.370 0.886

Atoms 1-3, force components in eV/Å:
C 0.27 0.08 0.12
O -0.44 0.03 -0.18
C -0.13 -0.05 -0.06

Calculated values
* structure (SMILES): COc1cccc(/C(C)=N\N=C(/C)c2cccc(OC)c2)c1
* HOMO-LUMO gap: 8.805 eV
* multiplicity: 1
* relative energy (zero: lowest compared OMol25 entry of this formula, charge and spin): 3.527 eV


No. 2
Computed, not measured: the molecule C18H20N2O4S, with ωB97M-V/def2-TZVPD.

Cartesian coordinates (Å):
C: -6.346 1.438 1.133
O: -5.179 1.741 0.406
C: -4.299 0.741 0.144
C: -4.440 -0.568 0.575
C: -3.478 -1.526 0.251
O: -3.729 -2.777 0.725
C: -2.825 -3.809 0.413
C: -2.364 -1.169 -0.495
C: -2.228 0.149 -0.922
C: -1.055 0.522 -1.778
O: -1.103 0.537 -2.992
N: 0.070 0.841 -1.094
C: 0.185 0.778 0.350
C: 1.431 1.531 0.795
N: 2.615 0.935 0.205
C: 3.723 0.825 0.981
O: 3.745 1.289 2.112
C: 4.925 0.148 0.465
C: 6.162 0.339 1.022
C: 7.167 -0.463 0.454
C: 6.687 -1.281 -0.520
S: 5.005 -1.071 -0.771
C: 2.484 0.500 -1.171
C: 1.279 1.174 -1.817
C: -3.180 1.098 -0.614
H: -6.110 1.083 2.141
H: -6.956 0.690 0.617
H: -6.901 2.372 1.201
H: -5.285 -0.896 1.158
H: -3.239 -4.709 0.865
H: -1.834 -3.616 0.837
H: -2.737 -3.954 -0.668
H: -1.611 -1.890 -0.769
H: 0.256 -0.267 0.681
H: -0.701 1.220 0.813
H: 1.354 2.588 0.514
H: 1.548 1.479 1.881
H: 6.322 1.044 1.818
H: 8.198 -0.439 0.758
H: 7.218 -1.999 -1.114
H: 3.383 0.763 -1.735
H: 2.354 -0.590 -1.217
H: 1.150 0.825 -2.844
H: 1.424 2.261 -1.840
H: -3.086 2.116 -0.957

Atoms 1-3, force components in eV/Å:
C -0.20 -0.05 0.13
O 0.30 -0.02 -0.19
C 0.19 -0.14 -0.03

Calculated values
* structure (SMILES): COc1cc(OC)cc(C(=O)N2CCN(C(=O)c3cccs3)CC2)c1
* HOMO-LUMO gap: 9.027 eV
* multiplicity: 1
* relative energy (zero: lowest compared OMol25 entry of this formula, charge and spin): 1.889 eV


No. 3
Computed, not measured: the molecule C18H20N2O5 in a non-equilibrium geometry, with ωB97M-V/def2-TZVPD.

Cartesian coordinates (Å):
N: -2.187 1.659 0.173
C: -0.795 1.298 0.299
C: -0.198 1.750 1.678
C: -0.917 1.071 2.821
C: -0.556 -0.189 3.326
C: -1.347 -0.829 4.252
C: -2.524 -0.252 4.749
O: -3.254 -1.047 5.586
C: -2.801 1.069 4.364
C: -2.012 1.670 3.369
C: -0.470 -0.198 0.077
O: -1.338 -1.027 0.184
N: 0.843 -0.475 -0.212
C: 1.204 -1.780 -0.679
C: 2.303 -1.670 -1.742
C: 1.816 -0.778 -2.811
C: 2.459 0.472 -3.073
C: 2.145 1.345 -4.140
C: 1.098 0.968 -4.993
O: 0.761 1.723 -6.018
C: 0.403 -0.210 -4.730
C: 0.829 -1.083 -3.764
C: 1.616 -2.599 0.545
O: 1.700 -3.809 0.568
O: 1.862 -1.873 1.711
H: -2.731 1.063 0.796
H: -2.439 1.382 -0.771
H: -0.271 1.885 -0.432
H: 0.878 1.611 1.667
H: -0.390 2.867 1.789
H: 0.362 -0.806 2.992
H: -0.949 -1.795 4.574
H: -4.122 -0.650 5.729
H: -3.638 1.558 4.837
H: -2.301 2.624 2.996
H: 1.347 0.319 -0.638
H: 0.321 -2.283 -1.121
H: 2.466 -2.689 -2.159
H: 3.258 -1.321 -1.314
H: 3.254 0.789 -2.369
H: 2.634 2.279 -4.264
H: -0.102 1.490 -6.334
H: -0.474 -0.506 -5.280
H: 0.439 -2.082 -3.719
H: 1.821 -0.940 1.479

Atoms 1-3, force components in eV/Å:
N 0.11 -0.59 -0.05
C 0.87 0.23 0.95
C -1.16 1.14 -0.10

Calculated values
* structure (SMILES): N[C@@H](Cc1ccc(O)cc1)C(=O)N[C@@H](Cc1ccc(O)cc1)C(=O)O
* HOMO-LUMO gap: 8.837 eV
* multiplicity: 1
* relative energy (zero: lowest compared OMol25 entry of this formula, charge and spin): 1.021 eV


No. 4
Computed, not measured: C18H20N2Rh as an isolated structure in a non-equilibrium geometry, with ωB97M-V/def2-TZVPD.

Cartesian coordinates (Å):
Rh: 0.499 0.497 -0.051
C: 1.456 0.222 3.117
C: 1.384 1.081 1.886
C: 0.308 1.964 1.664
C: 0.273 2.812 0.547
C: -0.788 3.857 0.400
C: 1.274 2.661 -0.442
C: 2.400 1.847 -0.259
C: 3.545 1.818 -1.236
C: 2.400 1.007 0.878
H: 0.628 -0.485 3.150
H: 1.370 0.862 3.998
H: 2.395 -0.324 3.176
H: -0.467 2.008 2.420
H: -1.317 3.775 -0.556
H: -0.274 4.822 0.377
H: -1.500 3.851 1.222
H: 1.239 3.268 -1.342
H: 3.273 1.267 -2.138
H: 4.423 1.355 -0.794
H: 3.792 2.836 -1.535
H: 3.230 0.334 1.036
N: -1.572 0.480 -0.852
C: -2.133 -0.779 -0.675
C: -3.485 -1.028 -0.390
C: -3.939 -2.329 -0.408
C: -3.052 -3.388 -0.680
C: -1.669 -3.149 -0.866
C: -0.722 -4.167 -1.040
C: 0.625 -3.824 -1.106
C: 0.997 -2.510 -0.956
N: 0.101 -1.477 -0.780
C: -1.212 -1.835 -0.800
H: -2.192 1.276 -0.734
H: -1.094 0.553 -1.747
H: -4.172 -0.203 -0.222
H: -4.987 -2.536 -0.234
H: -3.423 -4.407 -0.706
H: -1.038 -5.203 -1.110
H: 1.389 -4.579 -1.246
H: 2.034 -2.226 -0.969

Atoms 1-3, force components in eV/Å:
Rh -2.57 1.15 -1.33
C 0.06 0.26 -0.38
C 1.01 -0.88 0.29

Calculated values
* net charge: +3
* HOMO-LUMO gap (spin up / spin down): 4.681 / 4.690 eV
* multiplicity: 1


No. 5
Computed, not measured: C18H20N3O7RhS as an isolated structure in a non-equilibrium geometry, with ωB97M-V/def2-TZVPD.

Cartesian coordinates (Å):
Rh: -1.261 -0.973 -1.104
O: 0.744 -3.149 -0.399
C: 0.048 -3.814 0.647
C: -1.276 -3.164 1.097
N: -2.104 -2.618 0.012
C: -3.285 -1.919 0.573
C: -2.916 -0.557 1.086
O: -3.414 -0.080 2.074
O: -2.005 0.064 0.354
C: -2.558 -3.619 -0.961
C: -2.995 -2.939 -2.248
O: -3.693 -3.516 -3.043
O: -2.490 -1.722 -2.438
H: 1.402 -2.553 -0.015
H: -0.128 -4.835 0.304
H: 0.667 -3.892 1.543
H: -1.862 -3.906 1.653
H: -1.073 -2.327 1.767
H: -4.008 -1.766 -0.232
H: -3.766 -2.498 1.362
H: -1.738 -4.288 -1.217
H: -3.379 -4.219 -0.564
C: 2.400 4.875 3.470
C: 2.286 3.633 2.626
C: 3.378 3.156 1.908
C: 3.284 1.998 1.146
C: 2.076 1.317 1.113
C: 0.965 1.776 1.815
C: 1.081 2.931 2.565
S: 1.936 -0.163 0.181
O: 3.074 -0.254 -0.691
O: 1.685 -1.256 1.092
N: 0.557 0.060 -0.625
C: 0.505 0.745 -1.793
C: 1.461 1.461 -2.514
C: 1.040 2.017 -3.704
C: -0.264 1.818 -4.192
C: -1.125 1.032 -3.466
N: -0.732 0.541 -2.287
H: 3.242 5.492 3.157
H: 2.552 4.612 4.519
H: 1.492 5.476 3.413
H: 4.316 3.698 1.940
H: 4.128 1.623 0.584
H: 0.022 1.244 1.753
H: 0.220 3.301 3.109
H: 2.473 1.547 -2.155
H: 1.741 2.598 -4.291
H: -0.582 2.244 -5.132
H: -2.121 0.767 -3.792

Atoms 1-3, force components in eV/Å:
Rh -0.15 -0.60 -0.22
O -0.79 -0.68 -0.24
C 0.12 0.10 -0.22

Calculated values
* HOMO-LUMO gap: 7.733 eV
* multiplicity: 1
* relative energy (zero: lowest compared OMol25 entry of this formula, charge and spin): 0.401 eV


No. 6
Computed, not measured: the molecule C18H20N4O6S2 in a non-equilibrium geometry, with ωB97M-V/def2-TZVPD.

Cartesian coordinates (Å):
C: -0.779 -4.951 -1.615
C: 0.039 -4.063 -0.745
C: 1.330 -4.264 -0.367
S: 1.886 -2.985 0.643
C: 0.302 -2.262 0.482
S: 0.034 -0.705 1.230
C: -1.631 -0.353 0.798
C: -2.614 -1.342 0.750
C: -3.905 -1.021 0.397
C: -4.232 0.297 0.078
N: -5.581 0.627 -0.298
O: -6.385 -0.279 -0.356
O: -5.830 1.791 -0.532
C: -3.272 1.297 0.126
C: -1.978 0.978 0.501
C: -0.923 2.012 0.562
O: 0.005 1.985 1.331
O: -1.069 2.946 -0.394
C: -0.020 3.901 -0.473
C: 1.366 3.250 -0.551
O: 2.343 3.802 -0.098
N: 1.383 2.049 -1.186
C: 2.312 0.979 -0.966
O: 1.933 -0.142 -1.218
N: 3.500 1.385 -0.523
C: 4.532 0.516 0.047
C: 5.766 1.393 0.258
C: 4.853 -0.622 -0.921
C: 4.035 -0.033 1.386
N: -0.520 -2.927 -0.248
H: -0.194 -5.807 -1.938
H: -1.122 -4.397 -2.487
H: -1.657 -5.298 -1.073
H: 1.981 -5.074 -0.624
H: -2.356 -2.359 0.988
H: -4.678 -1.773 0.368
H: -3.540 2.313 -0.122
H: -0.025 4.557 0.403
H: -0.216 4.487 -1.373
H: 0.509 1.708 -1.572
H: 3.559 2.367 -0.266
H: 6.575 0.802 0.678
H: 5.543 2.208 0.943
H: 6.099 1.814 -0.688
H: 5.194 -0.221 -1.873
H: 5.634 -1.251 -0.504
H: 3.969 -1.225 -1.097
H: 4.788 -0.671 1.839
H: 3.806 0.783 2.068
H: 3.130 -0.616 1.236

Atoms 1-3, force components in eV/Å:
C 0.06 0.04 0.03
C 0.75 -0.51 -0.01
C -0.17 0.15 0.03

Calculated values
* structure (SMILES): Cc1csc(Sc2ccc([N+](=O)[O-])cc2C(=O)OCC(=O)NC(=O)NC(C)(C)C)n1
* HOMO-LUMO gap: 7.448 eV
* multiplicity: 1
* relative energy (zero: lowest compared OMol25 entry of this formula, charge and spin): 0.000 eV


Please write out number 2 again, unchanged.
Computed, not measured: the molecule C18H20N2O4S, with ωB97M-V/def2-TZVPD.

Cartesian coordinates (Å):
C: -6.346 1.438 1.133
O: -5.179 1.741 0.406
C: -4.299 0.741 0.144
C: -4.440 -0.568 0.575
C: -3.478 -1.526 0.251
O: -3.729 -2.777 0.725
C: -2.825 -3.809 0.413
C: -2.364 -1.169 -0.495
C: -2.228 0.149 -0.922
C: -1.055 0.522 -1.778
O: -1.103 0.537 -2.992
N: 0.070 0.841 -1.094
C: 0.185 0.778 0.350
C: 1.431 1.531 0.795
N: 2.615 0.935 0.205
C: 3.723 0.825 0.981
O: 3.745 1.289 2.112
C: 4.925 0.148 0.465
C: 6.162 0.339 1.022
C: 7.167 -0.463 0.454
C: 6.687 -1.281 -0.520
S: 5.005 -1.071 -0.771
C: 2.484 0.500 -1.171
C: 1.279 1.174 -1.817
C: -3.180 1.098 -0.614
H: -6.110 1.083 2.141
H: -6.956 0.690 0.617
H: -6.901 2.372 1.201
H: -5.285 -0.896 1.158
H: -3.239 -4.709 0.865
H: -1.834 -3.616 0.837
H: -2.737 -3.954 -0.668
H: -1.611 -1.890 -0.769
H: 0.256 -0.267 0.681
H: -0.701 1.220 0.813
H: 1.354 2.588 0.514
H: 1.548 1.479 1.881
H: 6.322 1.044 1.818
H: 8.198 -0.439 0.758
H: 7.218 -1.999 -1.114
H: 3.383 0.763 -1.735
H: 2.354 -0.590 -1.217
H: 1.150 0.825 -2.844
H: 1.424 2.261 -1.840
H: -3.086 2.116 -0.957

Atoms 1-3, force components in eV/Å:
C -0.20 -0.05 0.13
O 0.30 -0.02 -0.19
C 0.19 -0.14 -0.03

Calculated values
* structure (SMILES): COc1cc(OC)cc(C(=O)N2CCN(C(=O)c3cccs3)CC2)c1
* HOMO-LUMO gap: 9.027 eV
* multiplicity: 1
* relative energy (zero: lowest compared OMol25 entry of this formula, charge and spin): 1.889 eV


- Look up the multiplicity of the fourth one.
  1